{
  "formula": "C4H6O",
  "method": "wB97M-V/def2-TZVPD",
  "elements": ["O", "C", "C", "C", "C", "H", "H", "H", "H", "H", "H"],
  "positions_angstrom": [[2.6415, -0.2658, 0.3052], [1.5425, -0.2503, -0.1960], [0.2953, 0.1090, 0.5151], [-0.7964, 0.8024, -0.2700], [-0.9765, -0.6170, 0.1340], [1.3962, -0.5160, -1.2703], [0.4278, 0.3837, 1.5564], [-1.3520, 1.5789, 0.2462], [-0.6044, 1.0089, -1.3201], [-1.6588, -0.8558, 0.9437], [-0.9111, -1.3780, -0.6398]],
  "nbo_charge": [-0.52, 0.44, -0.35, -0.40, -0.40, 0.10, 0.24, 0.23, 0.22, 0.23, 0.22],
  "gap_ev": 10.95,
  "relative_energy_ev": 0.3259,
  "energy_ev": -6291.5920,
  "smiles": "O=CC1CC1"
}

***

{
  "formula": "C4H6O2",
  "method": "wB97M-V/def2-TZVPD",
  "elements": ["O", "C", "C", "C", "O", "C", "H", "H", "H", "H", "H", "H"],
  "positions_angstrom": [[0.3401, -1.5140, -1.1306], [0.0999, -0.5067, -0.2142], [-1.1052, -0.2184, 0.5900], [-0.4651, 0.8353, -0.3711], [0.5581, 1.5568, 0.2312], [1.2788, 0.3079, 0.3610], [-0.3921, -2.1385, -1.0648], [-2.0356, 0.1395, 0.1785], [-1.0000, -0.1051, 1.6627], [-1.0013, 1.1675, -1.2603], [1.6314, 0.1366, 1.3824], [2.0911, 0.3391, -0.3648]],
  "nbo_charge": [-0.69, 0.17, -0.55, 0.10, -0.51, -0.08, 0.48, 0.26, 0.22, 0.20, 0.18, 0.20],
  "gap_ev": 9.88,
  "relative_energy_ev": 3.9343,
  "energy_ev": -8336.5269
}

***

{
  "formula": "C4H6O2",
  "method": "wB97M-V/def2-TZVPD",
  "elements": ["O", "C", "C", "C", "C", "O", "H", "H", "H", "H", "H", "H"],
  "positions_angstrom": [[-1.2586, 1.6815, 0.3807], [-0.1283, 0.9777, 0.0247], [0.5589, 0.1123, 1.0044], [0.6766, -1.1880, -0.6231], [-0.4903, -0.4062, -0.6987], [-1.6433, -0.6881, -0.9324], [-1.9958, 1.0838, 0.1710], [0.5585, 1.5714, -0.5834], [1.5989, 0.1813, 1.2069], [-0.0538, -0.2693, 1.8167], [0.5649, -2.2302, -0.8092], [1.6123, -0.8262, -0.9575]],
  "nbo_charge": [-0.69, -0.05, -0.26, -0.46, 0.50, -0.60, 0.49, 0.19, 0.22, 0.23, 0.22, 0.22],
  "gap_ev": 9.96,
  "relative_energy_ev": 3.0192,
  "energy_ev": -8337.4420
}

***

no.,LUMO energy (eV)
1,1.11
2,0.94
3,0.38